1.
Entry from the Open Molecules 2025 dataset: C8H8NO2P in the gas phase at a distorted geometry (ωB97M-V/def2-TZVPD).

## Properties
LUMO level (alpha / beta): -1.928 / -1.931 eV
HOMO energy (alpha / beta): -0.29010 / -0.29006 Ha
Kohn-Sham gap (alpha / beta): 5.97 / 5.96 eV
Energy above the lowest of the compared OMol25 structures with the same formula, charge and spin: 73.1 kcal/mol

Structure (ORCA input):
```
! wB97M-V def2-TZVPD RIJCOSX def2/J DEFGRID3
* xyz 0 1
C -2.351 1.699 0.258
C -3.281 0.621 0.334
C -0.965 1.418 0.191
C -2.837 -0.679 0.088
C -0.497 0.095 0.196
C -1.489 -0.965 -0.059
C 1.966 0.381 0.328
C 3.247 -0.491 0.606
N 0.822 -0.336 0.230
O 1.913 1.584 0.127
O -1.106 -2.295 0.079
P 0.340 -2.909 -0.152
H -2.608 2.756 0.530
H -4.329 0.777 0.216
H -0.235 2.206 0.042
H -3.558 -1.559 -0.047
H 4.172 0.165 0.909
H 3.658 -0.931 -0.281
H 2.904 -1.160 1.434
H 0.816 -2.184 -1.246
*
```

=====

2.
Entry from the Open Molecules 2025 dataset: C8H8NO3PS in the gas phase at a distorted geometry (ωB97M-V/def2-TZVPD).

## Properties
LUMO level: -2.517 eV
HOMO energy: -0.31440 Ha
Structure (SMILES): N=[PH2]C1=C(S)C(=O)C(CC=O)=CC1=O
Kohn-Sham gap: 6.04 eV

Structure (ORCA input):
```
! wB97M-V def2-TZVPD RIJCOSX def2/J DEFGRID3
* xyz 0 1
N -3.276 3.123 0.808
P -2.085 2.798 -0.271
C -1.290 1.090 0.038
C -0.773 0.350 -1.177
S -0.821 1.024 -2.928
C -0.118 -1.159 -0.957
O -0.314 -2.063 -1.919
C 0.683 -1.411 0.455
C 1.940 -2.474 0.423
C 3.330 -1.684 0.012
O 4.279 -2.270 -0.764
C 0.201 -0.674 1.671
C -1.122 0.330 1.481
O -1.956 0.393 2.521
H -3.357 2.340 1.492
H -2.711 2.755 -1.579
H -1.095 3.882 -0.213
H 0.532 1.414 -3.177
H 2.009 -3.081 1.423
H 1.759 -3.279 -0.435
H 3.455 -0.573 0.372
H 0.729 -0.832 2.727
*
```

=====

3.
Entry from the Open Molecules 2025 dataset: 2 unconnected molecules or ions with the total composition C8H8NO5 at a distorted geometry (ωB97M-V/def2-TZVPD).

## Properties
LUMO level: 3.586 eV
HOMO energy: -0.11699 Ha
Kohn-Sham gap: 6.77 eV
Energy above the lowest of the compared OMol25 structures with the same formula, charge and spin: 6.6 kcal/mol

Structure (ORCA input):
```
! wB97M-V def2-TZVPD RIJCOSX def2/J DEFGRID3
* xyz -1 1
C 0.288 1.760 -0.404
C 0.589 0.742 0.671
C 1.463 1.740 -1.145
C 1.874 0.291 0.409
C 1.984 -2.076 -0.497
C -0.361 -1.614 -0.176
C -2.369 -0.522 -0.229
C 2.574 -0.783 1.002
N 0.759 -2.059 -0.773
O 2.998 -2.487 -0.982
O -0.705 -1.957 0.919
O 2.398 0.963 -0.686
O 3.955 -0.812 0.783
O -1.211 -0.905 -0.947
H -0.664 2.174 -0.551
H -0.073 0.345 1.359
H 1.894 2.272 -1.991
H -2.280 0.528 0.087
H -2.554 -1.202 0.582
H -3.404 -0.661 -0.817
H 2.205 -1.090 2.045
H 4.104 -1.750 0.421
*
```